Entry 1:
Here is a structure of composition C44H38CoN4O5S3 in a non-equilibrium geometry from the Open Molecules 2025 dataset. Energies are from ωB97M-V/def2-TZVPD.

Orbital gap (spin up / spin down) = 5.78 / 5.93 eV
Electronic energy = -4871.7182 hartree
Expectation value of S² = 1.113
HOMO level (spin up / spin down) = -7.4 / -7.5 eV

Structure (ORCA input):
```
! RIJCOSX wB97M-V def2-TZVPD def2/J DEFGRID3
* xyz 0 2
Co 0.350 0.470 0.400
S 3.355 -0.303 -0.078
S 0.247 0.467 -2.625
S 2.571 -1.161 -2.864
O -0.055 0.203 2.470
O -1.349 1.265 0.214
O -3.541 1.535 0.467
O -0.582 -1.378 -0.002
O -2.598 -2.332 0.063
N 3.419 -0.525 -1.780
N 1.262 -0.554 -3.417
N 2.040 -0.006 0.589
N 0.728 0.986 -1.338
C -1.884 -1.168 2.022
C 3.977 1.514 -0.418
C 0.853 3.010 -3.375
C -1.333 -0.347 -2.922
C 2.231 -2.919 -2.706
C 3.481 -2.210 0.263
C 0.224 1.846 -3.783
C 0.707 -4.677 -2.181
C 1.702 -5.604 -2.450
C 2.406 -2.893 0.784
C 4.463 3.580 0.669
C 0.210 4.039 -5.446
C 4.915 -4.093 0.577
C 3.658 -1.112 -4.290
C -0.408 1.758 -5.012
C -0.560 -1.110 2.793
C 3.843 -4.802 1.100
C 0.847 4.112 -4.215
C -1.197 0.935 2.961
C -2.619 -2.086 -3.939
C -1.699 -1.662 0.562
C -2.360 0.318 2.161
C 2.971 -5.185 -2.832
C 4.598 1.938 -1.576
C 5.861 -0.980 -5.207
C -3.678 -0.463 -2.511
C -2.462 1.089 0.834
C 0.970 -3.321 -2.298
C -0.848 -0.992 4.299
C 3.954 -1.225 -6.657
C 5.327 -1.114 -6.481
C -2.465 0.177 -2.321
C 3.110 -1.220 -5.558
C 3.913 2.308 0.708
C 5.024 -0.980 -4.102
C 2.593 -4.206 1.198
C 3.240 -3.834 -2.966
C 5.088 4.031 -0.486
C -1.396 -1.463 -3.746
C -0.412 2.865 -5.847
C 4.736 -2.781 0.163
C 5.148 3.214 -1.606
C -3.755 -1.594 -3.310
C -1.261 0.494 4.424
H -0.903 2.812 -6.809
H 4.411 4.218 1.542
H 1.433 -2.413 0.841
H 5.624 3.568 -2.511
H -4.556 -0.078 -2.013
H 1.322 3.027 -2.400
H 0.171 -1.869 2.528
H 0.047 -1.209 4.882
H 0.210 -2.583 -2.061
H 5.567 -2.211 -0.238
H 1.754 -4.762 1.597
H -2.399 1.059 -1.695
H -1.063 2.002 2.803
H -3.317 0.394 2.673
H -2.258 0.633 4.838
H 6.930 -0.878 -5.072
H 4.220 -3.492 -3.272
H 5.524 5.020 -0.515
H -1.640 -1.673 4.604
H 1.494 -6.662 -2.350
H 5.404 -0.874 -3.095
H 0.198 4.902 -6.100
H 1.336 5.025 -3.903
H 3.984 -5.821 1.438
H 3.750 -5.911 -3.025
H 2.036 -1.294 -5.664
H -0.502 -1.836 -4.222
H 4.630 1.306 -2.450
H 3.408 1.933 1.591
H -4.702 -2.100 -3.440
H 5.889 -4.559 0.500
H -2.679 -2.960 -4.574
H 3.541 -1.313 -7.652
H -0.551 1.062 5.024
H -0.895 0.837 -5.310
H 5.981 -1.129 -7.342
H -2.596 -1.852 2.479
H -0.277 -5.000 -1.868
*
```


Entry 2:
Here is the molecule C3H5NO2 in a non-equilibrium geometry from the Open Molecules 2025 dataset. Energies are from ωB97M-V/def2-TZVPD.

Orbital gap = 10.78 eV
Structure (SMILES) = CC(=O)NC=O
Electronic energy = -322.5378 hartree
HOMO level = -10.1 eV

Structure (ORCA input):
```
! RIJCOSX wB97M-V def2-TZVPD def2/J DEFGRID3
* xyz 0 1
O -1.418 -2.432 -0.548
O -0.751 1.974 -0.315
N -1.106 -0.196 -0.444
C 1.233 0.820 0.336
C -0.234 0.870 -0.199
C -0.781 -1.576 -0.025
H 1.428 0.554 1.414
H 1.791 1.776 0.114
H -0.069 -1.759 0.758
H 1.869 0.060 -0.223
H -1.962 -0.092 -0.867
*
```


One value per record, in order, for relative energy (zero: lowest compared OMol25 entry of this formula, charge and spin): 58.54, 22.93 kcal per mole.